138
Properties=species:S:1:pos:R:3:forces:R:3 method="wB97M-V/def2-TZVPD" charge=+1 fmax_ev_per_a=3.9 molar_mass_da=2538.803 total_energy_ev=-1735977.7736
C 0.90370 -4.09760 2.79519 1.9 0.3 0.7
C 1.64649 -4.21209 1.85610 0.5 0.8 -0.3
C 2.59538 -4.25112 0.71041 -0.5 -0.6 1.1
C 3.80266 -3.40498 1.04705 -0.6 -0.1 -0.7
N 4.21905 -3.16780 2.26506 0.4 0.1 0.3
N 5.31884 -2.35387 2.30058 -0.8 -0.5 -0.7
C 5.52588 -2.10616 1.03858 1.2 1.1 0.0
C 6.67429 -1.17116 0.62894 -0.4 -0.6 1.0
C 7.01716 -0.26745 1.80457 -0.3 0.5 0.0
C 8.15196 -0.44636 2.58342 0.3 -0.2 0.0
C 8.41265 0.38155 3.67436 -0.3 0.2 -0.1
C 7.51879 1.40041 4.00415 0.2 -0.3 -0.2
C 6.37540 1.60767 3.22147 0.9 -0.5 0.5
C 6.13612 0.77111 2.13383 -1.1 0.5 0.0
C 4.85880 1.04514 1.33248 0.6 -0.1 0.2
N 4.61624 -2.73229 0.19716 -0.2 -0.4 1.1
Si 4.54374 -2.65075 -1.61591 0.4 0.3 -2.2
C 6.31955 -2.50618 -2.24065 -0.5 -0.1 0.5
C 3.59611 -1.15276 -2.24250 0.1 -0.2 0.3
C 3.84568 -4.23295 -2.34621 -0.2 -0.1 0.7
H 0.58289 -3.84660 3.80778 -0.3 -1.1 -1.2
H 2.10560 -3.96146 -0.22123 0.2 0.2 0.2
H 2.90076 -5.30585 0.60830 0.2 0.3 -0.3
H 3.80876 -3.49755 3.12942 -0.1 0.0 -0.1
H 7.54397 -1.81664 0.44952 -0.2 0.3 -0.5
H 6.37407 -0.59097 -0.24658 0.2 -0.2 0.1
H 8.85874 -1.24852 2.36041 -0.2 0.2 -0.1
H 9.31019 0.24393 4.27382 -0.2 -0.1 -0.2
H 7.76428 1.99342 4.88293 -0.3 0.1 -0.2
H 5.67308 2.39220 3.48616 0.0 -0.1 -0.1
H 5.16017 1.44490 0.35322 -0.4 -0.2 0.0
H 4.24129 1.79833 1.83502 0.2 -0.1 -0.1
H 4.23080 0.14894 1.22437 0.2 0.2 -0.2
H 6.75913 -1.53637 -1.99034 0.1 -0.3 -0.2
H 6.92874 -3.33112 -1.84589 0.1 0.3 -0.2
H 6.25980 -2.58605 -3.33424 0.0 -0.1 0.2
H 4.20919 -0.68744 -3.02771 -0.1 0.0 0.3
H 3.38398 -0.41201 -1.45869 -0.1 -0.1 -0.3
H 2.67091 -1.45444 -2.75226 0.1 0.1 0.4
H 3.92297 -4.24178 -3.44088 0.2 0.2 0.3
H 2.78029 -4.37238 -2.12035 0.3 0.0 -0.1
H 4.40160 -5.08937 -1.94314 -0.2 0.0 -0.2
Br -2.44172 -1.92105 1.36978 0.1 -0.2 0.0
C -2.74840 -1.82148 3.28885 -0.2 0.1 -0.2
C -1.76091 -0.89635 3.94620 0.0 0.0 0.3
Br -0.01305 -1.74362 4.10642 -0.4 1.4 0.3
H -2.70465 -2.83792 3.66837 0.0 0.0 0.0
H -3.76223 -1.43937 3.40005 0.0 0.0 0.0
H -2.06706 -0.66427 4.96438 0.0 -0.1 0.0
H -1.61087 0.02847 3.39710 0.0 -0.1 -0.1
Br 5.26680 -8.33554 -3.51621 0.0 0.1 0.0
C 6.79033 -8.17235 -2.31790 -0.1 -0.2 -0.2
C 6.42477 -8.54606 -0.90661 0.2 0.1 0.1
Br 5.40995 -7.12678 -0.03787 -0.1 0.0 0.1
H 7.15323 -7.15300 -2.40609 0.0 0.0 0.1
H 7.53924 -8.85723 -2.71008 0.0 0.0 0.1
H 7.31883 -8.67062 -0.29932 0.0 0.0 0.0
H 5.82060 -9.44558 -0.84529 0.0 0.0 -0.1
Br 2.55208 -0.10844 -5.65180 0.0 0.1 0.0
C 0.87530 0.69153 -5.05184 0.1 0.0 -0.2
C 0.92775 2.19654 -5.05906 -0.1 0.1 0.2
Br 1.91574 2.90203 -3.53140 0.0 -0.1 -0.1
H 0.66347 0.28005 -4.07019 0.0 0.0 0.0
H 0.13162 0.33187 -5.75850 0.0 0.0 0.0
H -0.07331 2.61015 -4.95298 0.0 -0.1 0.0
H 1.39338 2.60057 -5.95278 0.0 -0.1 0.0
Br 2.20625 2.40700 4.97771 -0.1 -0.1 0.0
C 1.94087 2.81588 6.86078 -0.2 0.1 -0.3
C 2.89720 3.88293 7.31935 0.1 0.0 0.2
Br 4.67679 3.15035 7.55284 0.2 0.1 0.0
H 2.04581 1.88152 7.40340 0.1 0.1 0.1
H 0.91278 3.16467 6.94240 0.0 0.0 0.0
H 2.60623 4.26831 8.29542 0.0 -0.1 0.0
H 2.98350 4.70852 6.61745 -0.1 -0.1 -0.1
Br -1.60139 -2.01551 -5.92612 0.0 0.0 0.1
C -3.33643 -1.27377 -5.43931 0.2 -0.1 -0.3
C -3.34396 0.23328 -5.52228 0.5 -1.1 0.5
Br -2.39483 0.99057 -3.95926 0.8 -2.2 0.6
H -3.56991 -1.64576 -4.44683 0.0 0.1 0.0
H -4.03720 -1.69532 -6.15759 0.0 0.1 0.0
H -4.35459 0.60628 -5.47572 -0.2 -0.1 0.1
H -2.85837 0.61601 -6.41299 0.1 0.0 0.0
Br 0.41753 1.20324 1.59709 0.0 -0.1 0.1
C -0.12107 2.68235 0.45337 0.1 -0.2 -0.1
C 1.06425 3.54101 0.09901 -0.1 0.3 0.1
Br 1.60258 4.66619 1.59268 0.1 -0.1 0.0
H -0.90371 3.21579 0.98370 0.1 0.1 0.0
H -0.53915 2.22951 -0.44395 0.0 0.0 0.0
H 0.81170 4.22590 -0.70803 0.0 0.0 0.0
H 1.93670 2.95880 -0.18283 -0.1 -0.1 0.0
Br 2.30564 7.18462 4.74937 0.0 0.0 0.0
C 2.76311 7.95376 6.47867 0.1 -0.3 -0.1
C 1.69714 7.67780 7.50564 -0.1 0.3 0.1
Br 0.14850 8.82658 7.25540 0.0 -0.1 0.0
H 2.93357 9.01340 6.31713 -0.1 0.0 0.0
H 3.69993 7.47788 6.76380 0.0 0.0 0.0
H 2.06297 7.90552 8.50509 0.1 0.0 0.0
H 1.33728 6.65341 7.47755 0.0 0.0 -0.1
Br -2.85086 -8.74241 0.38506 0.0 0.1 0.1
C -2.53011 -6.86361 0.00376 -0.1 -0.2 -0.2
C -1.06978 -6.51692 0.13077 0.0 0.2 0.2
Br -0.52355 -6.36460 1.99327 -0.8 -1.2 -0.3
H -3.16086 -6.29080 0.67661 0.1 0.0 0.0
H -2.86886 -6.71796 -1.02039 0.0 0.0 0.0
H -0.87287 -5.53641 -0.30348 -0.1 0.0 0.0
H -0.41711 -7.25328 -0.32850 -0.1 0.0 0.0
Br -6.93628 -3.42567 0.91655 0.0 0.0 0.1
C -7.42101 -1.79817 -0.03951 0.1 -0.2 -0.1
C -6.23691 -0.88706 -0.20798 0.1 0.2 0.0
Br -5.81609 0.04955 1.44278 0.1 -0.1 0.1
H -8.23570 -1.33781 0.51060 0.0 0.1 0.0
H -7.78439 -2.13294 -1.00865 0.0 0.1 0.0
H -6.45829 -0.10386 -0.92937 -0.1 0.0 0.0
H -5.33440 -1.41192 -0.50986 0.0 -0.1 0.1
Br -3.82006 2.92664 -5.07486 -1.2 3.6 -0.9
C -4.43463 4.54098 -6.01758 -0.2 -0.4 -0.1
C -3.26771 5.40125 -6.42088 0.0 0.3 0.1
Br -2.54665 6.38235 -4.90161 0.1 -0.1 0.0
H -5.13402 5.05083 -5.36114 0.1 0.1 0.0
H -4.96640 4.18256 -6.89862 0.0 0.1 0.0
H -3.57932 6.16413 -7.13100 0.0 0.0 0.0
H -2.44645 4.83018 -6.84472 -0.1 0.0 0.0
Br -9.65554 0.09524 -2.73023 0.0 0.0 0.1
C -9.40742 2.02067 -2.89896 0.0 -0.2 -0.2
C -7.98126 2.41283 -2.62236 0.0 0.3 0.2
Br -7.58181 2.39229 -0.71343 0.0 0.0 -0.1
H -10.11736 2.49097 -2.22767 0.0 0.0 0.0
H -9.67555 2.25488 -3.92730 0.0 0.0 0.0
H -7.79764 3.43769 -2.93942 -0.1 0.0 0.0
H -7.26114 1.75438 -3.09960 0.0 0.0 0.0
Br -13.13711 3.88725 -2.81252 0.1 -0.1 0.0
C -13.45079 3.97953 -0.89301 -0.2 0.1 -0.2
C -12.46736 4.89817 -0.21881 0.1 -0.1 0.2
Br -10.72363 4.05292 -0.03747 0.0 0.1 0.0
H -13.40706 2.96212 -0.51701 0.1 0.0 0.0
H -14.46450 4.36032 -0.78661 0.0 0.0 0.0
H -12.78626 5.12045 0.79758 0.0 0.0 0.0
H -12.31363 5.82742 -0.75835 -0.1 0.0 0.0